(1)
The following is a DFT calculation (wB97M-V/def2-TZVPD) of one molecule with the formula C8H12 at a distorted geometry.

Properties
energy above the lowest of the compared OMol25 structures with the same formula, charge and spin	130.9	kcal/mol
LUMO	-1.31	eV
E_tot	-8483.9056	eV
F_max	1.9	eV Å⁻¹
gap between HOMO and LUMO	4.31	eV

The geometry in XYZ format:
```
20
Properties=species:S:1:pos:R:3:forces:R:3
C -2.1832 -1.2453 -1.1852 -0.7 -0.2 1.0
C -1.9088 -0.3415 -0.0248 1.0 0.9 -0.1
C -2.6561 0.9187 0.2049 -0.1 0.8 -1.3
C 0.4362 0.3366 0.7402 -0.9 -0.4 1.0
C -0.6557 -0.4025 0.6736 0.0 0.4 -1.1
C 3.3395 -0.5191 0.0947 -0.2 -0.3 -0.8
C 2.7797 0.8771 -0.0105 -0.9 -0.5 1.3
C 1.5356 1.0831 0.6116 1.4 0.9 -0.9
H -1.5606 -2.1348 -1.1085 -0.2 -0.1 -0.3
H -1.9751 -0.7248 -2.1359 0.4 0.1 0.3
H -3.2468 -1.4843 -1.2544 0.0 -0.4 0.0
H -1.9342 1.7390 0.3838 -0.1 -0.3 0.5
H -3.1821 1.2750 -0.6976 -0.1 -0.5 0.1
H -3.4160 0.8749 0.9859 0.2 0.1 0.3
H -0.6460 -1.3187 1.2765 0.4 -0.5 -0.2
H 4.4253 -0.6156 0.0121 -0.1 0.3 0.1
H 3.0026 -0.9346 1.0415 0.3 -0.2 0.3
H 2.9273 -1.2250 -0.6492 0.0 0.3 -0.1
H 3.3931 1.7657 -0.0364 0.4 -0.2 0.0
H 1.5252 2.0761 1.0775 -0.6 -0.2 -0.1
```
Forces are in eV/Å.

***

(2)
The following is a DFT calculation (wB97M-V/def2-TZVPD) of one molecule with the formula C8H12 at a distorted geometry.

Properties
SMILES	C1C[C@@H]2[C@@H]3CC[C@@H]1[C@H]23
energy above the lowest of the compared OMol25 structures with the same formula, charge and spin	166.0	kcal/mol
LUMO	1.10	eV
E_tot	-8482.3823	eV
F_max	5.7	eV Å⁻¹
gap between HOMO and LUMO	10.63	eV

The geometry in XYZ format:
```
20
Properties=species:S:1:pos:R:3:forces:R:3
C 1.4841 1.0862 0.1674 0.3 3.8 3.6
C 1.8432 -0.1373 -0.5937 4.8 0.4 -2.5
C 0.8876 -1.2404 -0.0683 1.6 -1.3 2.7
C -0.7671 -1.3325 0.0132 2.4 -2.8 1.0
C -1.7983 -0.4083 -0.4409 -5.1 -0.3 -2.4
C -1.5904 1.2186 0.0044 0.0 -0.9 -3.0
C -0.0357 0.8147 0.1443 -0.8 2.2 2.2
C -0.0128 -0.4839 0.8838 0.3 0.3 3.6
H 1.9528 0.8945 1.3009 -1.3 1.0 -2.7
H 1.7399 2.1888 -0.1469 0.1 -2.4 0.1
H 3.0121 -0.2741 -0.2341 -2.8 -0.6 -1.3
H 1.9087 0.1464 -1.7787 -0.4 -1.2 2.7
H 1.5266 -2.1472 0.4599 -2.2 1.9 -1.8
H -0.9168 -2.4311 0.3192 -0.6 1.9 -0.6
H -2.5959 -0.5992 0.3297 -0.1 -0.6 -1.3
H -2.1518 -0.8037 -1.6101 0.4 2.1 3.2
H -2.2007 1.6127 0.8236 0.5 -1.0 0.7
H -2.1673 1.8852 -0.8469 2.6 -1.4 1.3
H 0.0373 0.3588 -0.7424 -0.6 -0.2 -4.1
H -0.1554 -0.3482 2.0154 0.8 -0.9 -1.5
```
Forces are in eV/Å.

***

(3)
The following is a DFT calculation (wB97M-V/def2-TZVPD) of one molecule with the formula C8H12 at a distorted geometry.

Properties
SMILES	C=C/C(C)=C(\C)C=C
energy above the lowest of the compared OMol25 structures with the same formula, charge and spin	27.5	kcal/mol
LUMO	0.72	eV
E_tot	-8488.3915	eV
F_max	3.4	eV Å⁻¹
gap between HOMO and LUMO	8.89	eV

The geometry in XYZ format:
```
20
Properties=species:S:1:pos:R:3:forces:R:3
C -2.6074 -0.2462 0.6222 2.6 0.5 -0.2
C -1.8441 0.6200 -0.0992 0.1 -1.7 0.2
C -0.3474 0.5938 -0.2387 0.2 -0.6 1.0
C 0.2784 1.9586 -0.3103 0.8 1.1 0.6
C 0.4018 -0.5582 -0.2306 -2.1 0.0 0.0
C -0.2341 -1.9383 -0.3108 0.7 -1.1 0.8
C 1.8284 -0.6159 -0.1885 1.8 2.4 1.6
C 2.5281 0.1812 0.6763 -0.3 -1.2 -0.6
H -3.6518 -0.2185 0.5115 -1.2 0.1 0.2
H -2.1584 -0.9958 1.3221 -0.5 0.8 -0.8
H -2.3440 1.3360 -0.7447 -0.1 0.1 0.1
H 1.3252 1.9569 -0.6719 -0.7 -0.1 0.0
H -0.3173 2.6371 -0.9177 -0.1 -0.1 -0.4
H 0.3416 2.5364 0.6543 -0.2 -0.9 -0.5
H 0.4146 -2.6894 -0.8704 -0.7 1.1 0.5
H -0.4191 -2.4429 0.7117 0.2 1.0 -1.5
H -1.1579 -1.7696 -0.8265 -0.7 -0.6 -0.2
H 2.3065 -1.2903 -0.8729 0.4 -0.3 -0.1
H 3.6154 0.1407 0.7787 -0.3 -0.1 -0.2
H 2.0224 0.8291 1.4038 0.1 -0.3 -0.5
```
Forces are in eV/Å.

***

(4)
The following is a DFT calculation (wB97M-V/def2-TZVPD) of one molecule with the formula C8H12 at a distorted geometry.

Properties
SMILES	C=C(C)C(=C)/C=C/C
energy above the lowest of the compared OMol25 structures with the same formula, charge and spin	31.0	kcal/mol
LUMO	0.93	eV
E_tot	-8488.2376	eV
F_max	2.3	eV Å⁻¹
gap between HOMO and LUMO	9.44	eV

The geometry in XYZ format:
```
20
Properties=species:S:1:pos:R:3:forces:R:3
C -2.1752 0.3306 1.8783 -0.2 -0.7 -0.1
C -1.3855 0.4960 0.8155 0.3 0.5 -0.1
C -1.3073 1.8454 0.1274 -0.6 0.0 -0.1
C -0.5133 -0.6331 0.3435 -1.2 0.2 0.2
C -0.9524 -1.8835 0.4861 0.5 -0.4 -0.5
C 0.6237 -0.3480 -0.5446 0.3 1.1 -0.1
C 1.9322 -0.5015 -0.4512 0.4 -1.7 -0.2
C 2.9090 -0.2743 -1.5671 0.1 2.0 1.1
H -2.8355 1.0780 2.3069 0.2 0.2 -0.3
H -2.2564 -0.6633 2.3093 0.2 0.2 0.3
H -0.8254 2.6180 0.7311 0.2 -0.2 -0.1
H -0.8646 1.7979 -0.8633 0.3 0.0 0.1
H -2.3252 2.1989 -0.0481 0.0 0.0 0.1
H -1.9915 -2.1484 0.6190 0.1 0.1 0.7
H -0.2526 -2.6798 0.2913 -0.1 -0.3 -0.4
H 0.2816 0.1691 -1.4400 0.0 -0.1 -0.2
H 2.3638 -1.0561 0.3703 -0.1 0.2 0.6
H 3.5541 0.5557 -1.2329 0.1 -0.1 0.0
H 3.6292 -1.0719 -1.7211 -0.5 -0.4 -0.5
H 2.3912 0.1701 -2.4107 0.1 -0.6 -0.6
```
Forces are in eV/Å.

***

(5)
The following is a DFT calculation (wB97M-V/def2-TZVPD) of C8H12As3CaF21N2O11 as an isolated structure at a distorted geometry.

Properties
charge	-4
LUMO	6.55	eV
E_tot	-292017.8393	eV
F_max	4.1	eV Å⁻¹
gap between HOMO and LUMO	3.47	eV

The geometry in XYZ format:
```
58
Properties=species:S:1:pos:R:3:forces:R:3
Ca 1.0422 -0.0070 -0.2663 2.3 -0.4 -2.6
As -1.5644 -3.1497 -0.8657 2.2 0.0 0.2
F -1.8974 -2.3774 -2.3927 -0.2 0.0 0.7
F -0.1975 -3.9282 -1.5916 -0.9 0.2 0.1
F -1.1385 -4.0073 0.6172 -1.0 0.7 -0.4
F -2.9212 -2.2850 -0.1095 0.3 -0.4 -0.1
F -2.6505 -4.4573 -1.2808 -0.2 0.0 0.0
F -0.5224 -1.7722 -0.3183 -1.0 -0.8 -0.2
As 2.7724 4.0058 -0.2818 0.0 -1.0 -0.4
F 1.1909 4.7284 -0.6897 0.7 -0.4 0.2
F 3.4868 5.6253 -0.5897 -0.2 -0.6 0.4
F 4.3128 3.3811 0.2535 -0.6 0.5 -0.2
F 1.9709 2.4112 -0.0337 0.0 1.6 0.3
F 3.1018 3.5780 -1.9179 -0.3 0.4 0.5
F 2.4681 4.4179 1.4079 -0.2 0.2 -0.4
As 2.6443 -3.1180 1.8438 -0.2 0.3 -2.7
F 0.9595 -3.3405 2.2879 0.5 0.4 0.4
F 3.0405 -4.5647 2.7217 0.2 -0.3 0.5
F 4.3177 -2.9339 1.3559 -0.8 -0.2 0.6
F 2.2142 -1.6490 0.9181 -0.1 -0.7 1.1
F 2.9355 -2.1377 3.2382 -0.1 0.1 0.4
F 2.3191 -4.0413 0.4016 0.3 0.1 0.7
C -0.1793 1.2597 -2.8571 3.5 1.6 1.6
O -0.8232 0.6966 -1.7261 -1.9 -0.4 0.9
O 1.1146 1.0596 -2.5982 -1.6 -0.3 -1.2
C -0.8185 0.7779 -4.1843 0.2 -1.1 -0.5
F 0.0064 0.0543 -4.9521 -0.2 0.4 0.1
F -1.9591 0.0416 -4.0777 0.0 0.0 0.3
F -1.2183 1.8553 -4.9270 0.2 0.3 -0.3
C -2.0732 1.1955 -1.2493 0.7 -1.0 -0.7
C -1.8639 2.3649 -0.2845 -0.8 -0.2 -0.6
H -0.8507 2.3707 0.1110 -0.1 0.2 0.1
H -2.0503 3.2670 -0.8686 0.4 0.3 0.3
H -2.6231 2.3357 0.5044 0.1 0.1 0.2
H -2.4916 0.2674 -0.8465 -0.4 0.4 0.5
H -2.6914 1.4931 -2.1024 -0.1 0.0 0.1
H -0.3356 2.3609 -2.8565 -0.9 0.2 -0.1
N 4.5902 0.1914 -0.8584 -0.4 -0.6 -0.9
O 5.2771 -0.8292 -0.6397 -0.1 0.4 0.5
O 4.9520 1.0017 -1.7226 0.1 0.3 0.4
O 3.4850 0.3615 -0.2587 0.7 0.0 0.1
N 2.3836 -1.8487 -3.0366 0.4 -1.3 0.9
O 2.4271 -3.0278 -3.4965 0.0 0.5 -0.7
O 2.9437 -0.9154 -3.6094 -0.4 -0.3 0.2
O 1.8185 -1.7469 -1.9028 0.0 0.9 -0.5
C -3.5469 -1.1278 4.1473 -1.8 1.1 1.8
C -3.3457 -0.1726 3.0181 2.0 -0.1 1.5
C -2.9512 1.2377 3.5623 -1.4 0.5 -2.9
O -1.6439 1.4686 3.0463 0.2 0.7 0.9
C -1.2188 0.4146 2.3358 -0.6 -1.5 0.3
O -0.1752 0.2770 1.7958 0.1 0.8 0.1
O -2.1376 -0.5716 2.4013 0.1 0.0 -1.1
H -2.8955 -0.8862 4.9920 1.1 -0.6 -0.6
H -3.6562 -2.1841 3.9300 0.2 0.1 -0.1
H -4.4253 -0.7218 4.6868 -0.7 -0.7 -0.5
H -4.1597 -0.0770 2.3025 0.1 -0.4 -0.1
H -3.1214 1.5548 4.5862 0.6 -0.6 0.3
H -3.6273 1.8229 2.9270 0.2 0.9 0.5
```
Forces are in eV/Å.

***

(6)
The following is a DFT calculation (wB97M-V/def2-TZVPD) of C8H12BrCuNO6P2 as an isolated structure.

Properties
charge	-1
energy above the lowest of the compared OMol25 structures with the same formula, charge and spin	0.0	kcal/mol
LUMO	2.71	eV
E_tot	-155534.0612	eV
F_max	0.2	eV Å⁻¹
gap between HOMO and LUMO	7.84	eV

The geometry in XYZ format:
```
31
Properties=species:S:1:pos:R:3:forces:R:3
Cu 0.0228 -0.0896 -1.6243 -0.1 0.0 -0.1
N -1.4364 -0.1237 1.2625 0.0 0.0 0.0
C -1.6035 1.3840 1.3085 0.0 0.0 0.0
C -2.5838 1.7589 2.4060 0.0 0.0 0.0
P -2.3051 1.8028 -0.3683 0.0 0.0 0.0
O -2.1838 3.3853 -0.3842 -0.1 0.0 0.0
O -3.7110 1.3369 -0.3639 0.0 0.0 0.0
O -1.3435 1.1851 -1.3564 0.0 0.1 0.0
P 0.1258 2.0427 1.5152 0.0 0.0 0.0
O 0.2607 2.2553 3.1281 0.0 0.0 0.0
O 0.9794 0.8793 1.1374 0.0 0.0 0.0
O 0.1744 3.3938 0.8808 0.0 0.0 0.0
H -2.1392 -0.5507 0.6544 0.0 0.0 0.0
H -1.4886 -0.5277 2.1955 0.0 0.0 0.0
H -0.4680 -0.2714 0.8971 0.0 0.0 0.0
H -3.5720 1.3500 2.1902 0.0 0.0 0.0
H -2.6797 2.8442 2.4348 0.0 0.0 0.0
H -2.2305 1.4292 3.3864 0.0 0.0 0.0
H -1.2628 3.6266 -0.1132 0.0 0.0 0.0
H 0.1979 3.2001 3.3082 0.0 0.0 0.0
Br 4.5105 -4.9310 -2.3200 0.0 0.0 0.0
C 3.2108 -3.5377 -2.1446 0.0 0.0 0.0
C 3.3167 -2.6354 -1.1026 0.0 0.0 0.0
C 2.3608 -1.6304 -0.9874 0.0 0.0 0.0
C 1.2856 -1.4877 -1.8826 0.0 0.0 0.1
C 1.2395 -2.4363 -2.9158 0.0 0.0 0.0
C 2.1808 -3.4519 -3.0615 0.0 0.0 0.0
H 4.1308 -2.7140 -0.3931 0.0 0.0 0.0
H 2.4588 -0.9292 -0.1649 0.0 0.0 0.0
H 0.4403 -2.3929 -3.6488 0.0 0.0 0.0
H 2.1122 -4.1647 -3.8736 0.0 0.0 0.0
```
Forces are in eV/Å.